The following is a DFT calculation (ωB97M-V with the def2-TZVPD basis set) of a 10-piece molecular cluster, C7H31NO9 overall.

Each atom is followed by the atoms it is bonded to, with distances in Å.
Atoms and positions in Å:
1 C 1.74403 3.60978 1.12252  C2 1.324, H9 1.085, H10 1.084
2 C 1.07695 2.48831 0.89722  C1 1.324, C3 1.504, H11 1.081
3 C -0.40249 2.26737 0.74075  C2 1.504, C4 1.338, C5 1.501
4 C -1.28084 3.12836 1.26701  C3 1.338, H12 1.086, H13 1.074
5 C -0.66980 0.86592 0.27409  C3 1.501, C6 1.560, H14 1.090, H15 1.096
6 C -1.92896 0.18915 0.89773  C5 1.560, C7 1.512, H16 1.102, H17 1.086
7 C -1.88099 -1.27717 1.26534  C6 1.512, N8 1.492, H18 1.100, H19 1.078
8 N -1.65929 -2.14207 0.07045  C7 1.492, H20 1.011, H21 1.017
9 H 1.37911 4.57752 1.45188  C1 1.085
10 H 2.82169 3.63133 1.01088  C1 1.084
11 H 1.63292 1.56624 0.80248  C2 1.081
12 H -2.30202 2.82085 1.06378  C4 1.086
13 H -0.92462 4.02904 1.73071  C4 1.074
14 H 0.12807 0.13203 0.38742  C5 1.090
15 H -0.81814 0.99514 -0.80415  C5 1.096
16 H -2.77306 0.44091 0.23567  C6 1.102
17 H -2.19176 0.76990 1.77717  C6 1.086
18 H -0.99207 -1.44007 1.89319  C7 1.100
19 H -2.74606 -1.65636 1.78418  C7 1.078
20 H -0.67747 -2.18711 -0.16586  N8 1.011
21 H -2.13772 -1.71356 -0.71810  N8 1.017
22 O 2.33127 -2.48896 1.07382  H23 0.964, H24 0.982
23 H 1.40482 -2.22326 1.09647  O22 0.964
24 H 2.39505 -2.85125 0.16284  O22 0.982
25 O 0.64669 -0.88926 -2.13390  H26 0.960, H27 0.961
26 H 0.16319 -0.42042 -2.81853  O25 0.960
27 H -0.02451 -1.48293 -1.78766  O25 0.961
28 O -0.80914 -2.27309 -3.84650  H29 0.960, H30 0.960
29 H -1.55159 -2.76982 -3.49548  O28 0.960
30 H -0.21952 -2.88483 -4.29430  O28 0.960
31 O -2.85644 -0.30286 3.58753  H32 0.957, H33 0.958
32 H -3.71140 -0.12902 3.97997  O31 0.957
33 H -2.15670 -0.56121 4.18805  O31 0.958
34 O -2.80354 -0.53616 -3.09232  H35 0.959, H36 0.963
35 H -2.23738 -0.70148 -3.84835  O34 0.959
36 H -3.07286 0.38106 -2.97864  O34 0.963
37 O 2.52278 -3.32578 -1.58392  H38 0.973, H39 0.965
38 H 2.42005 -2.37163 -1.74667  O37 0.973
39 H 3.41733 -3.46961 -1.91519  O37 0.965
40 O 4.57947 -1.05768 2.22261  H41 0.975, H42 0.963
41 H 3.81656 -1.52331 1.83358  O40 0.975
42 H 4.21881 -0.52460 2.93833  O40 0.963
43 O -2.45185 2.23914 -2.29848  H44 0.967, H45 0.967
44 H -2.90713 2.97606 -1.86813  O43 0.967
45 H -2.05393 2.73598 -3.02707  O43 0.967
46 O 4.14045 1.18764 0.74554  H47 0.963, H48 0.982
47 H 4.90096 1.77720 0.72408  O46 0.963
48 H 4.50110 0.39460 1.19799  O46 0.982

Properties
Orbital gap   8.51 eV
HOMO energy   -8.226 eV
SMILES   C=CC(=C)CCCN.O.O.O.O.O.O.O.O.O
Lowest unoccupied orbital energy   0.288 eV
Maximum force   3.12 eV/A
Energy   -1017.13606 a.u.

The following is a DFT calculation (ωB97M-V with the def2-TZVPD basis set) of a 8-piece molecular cluster, C7H32N15O7 overall.

Each atom is followed by the atoms it is bonded to, with distances in Å.
Atoms and positions in Å:
1 N 0.70616 0.34250 -0.03085  H2 1.010, H3 1.010, H4 1.010, H5 1.010
2 H 0.11570 -0.18706 0.59447  N1 1.010
3 H 1.66110 0.01371 -0.04014  N1 1.010
4 H 0.67885 1.22758 0.45494  N1 1.010
5 H 0.27710 0.42705 -0.94127  N1 1.010
6 C -1.51882 -4.59549 -0.08680  O7 1.218, N8 1.341, N9 1.308
7 O -2.43933 -4.11160 0.54685  C6 1.218
8 N -0.47164 -3.79271 -0.32737  C6 1.341, H10 1.010, H11 1.010
9 N -1.23599 -5.81745 -0.45784  C6 1.308, H12 1.010, H13 1.010
10 H 0.22311 -3.95601 -1.04203  N8 1.010
11 H -0.66693 -2.87262 0.04058  N8 1.010
12 H -0.34306 -5.96501 -0.90617  N9 1.010
13 H -1.76885 -6.63934 -0.21158  N9 1.010
14 C 3.39760 -1.22599 -1.48827  O15 1.260, N16 1.289, N17 1.295
15 O 3.29298 -0.28267 -0.65984  C14 1.260
16 N 3.51457 -1.12696 -2.76801  C14 1.289, H18 1.010, H19 1.010
17 N 3.25706 -2.43370 -1.04212  C14 1.295, H20 1.010, H21 1.010
18 H 3.25157 -1.96698 -3.26329  N16 1.010
19 H 3.90440 -0.28233 -3.16137  N16 1.010
20 H 3.34030 -2.45750 -0.03583  N17 1.010
21 H 3.46980 -3.20857 -1.65401  N17 1.010
22 C 2.29782 1.52333 2.84758  O23 1.226, N24 1.257, N25 1.267
23 O 2.37142 1.49483 1.62424  C22 1.226
24 N 1.30243 1.60027 3.61152  C22 1.257, H26 1.010, H27 1.010
25 N 3.29857 1.47138 3.62229  C22 1.267, H28 1.010, H29 1.010
26 H 0.38369 1.57643 3.19265  N24 1.010
27 H 1.41843 1.52282 4.61184  N24 1.010
28 H 4.12417 1.30421 3.06502  N25 1.010
29 H 3.14887 1.11020 4.55355  N25 1.010
30 C -1.00340 -1.67752 2.76307  O31 1.265, N32 1.357, N33 1.312
31 O -0.63450 -1.29071 1.61602  C30 1.265
32 N -0.65115 -1.10083 3.93936  C30 1.357, H34 1.010, H35 1.010
33 N -2.02943 -2.46866 2.96746  C30 1.312, H36 1.010, H37 1.010
34 H 0.01012 -0.34704 4.06024  N32 1.010
35 H -1.14057 -1.45984 4.74663  N32 1.010
36 H -2.36251 -3.03284 2.19878  N33 1.010
37 H -2.23304 -2.62102 3.94492  N33 1.010
38 C -1.32990 1.42518 -3.18681  O39 1.259, N40 1.213, N41 1.277
39 O -0.66277 0.85665 -2.28251  C38 1.259
40 N -2.53909 1.52147 -3.18783  C38 1.213, H42 1.010, H43 1.010
41 N -0.83279 2.02948 -4.19623  C38 1.277, H44 1.010, H45 1.010
42 H -3.14320 1.12095 -2.48445  N40 1.010
43 H -2.93109 1.92871 -4.02485  N40 1.010
44 H 0.14884 1.81229 -4.29281  N41 1.010
45 H -1.41572 2.42087 -4.92225  N41 1.010
46 C -4.43761 0.40115 -1.01012  O47 1.208, N48 1.281, N49 1.299
47 O -5.02009 0.17629 -2.04393  C46 1.208
48 N -3.31724 -0.19628 -0.84025  C46 1.281, H50 1.010, H51 1.010
49 N -4.77909 1.33139 -0.17071  C46 1.299, H52 1.010, H53 1.010
50 H -2.99788 -0.92036 -1.46780  N48 1.010
51 H -2.59555 -0.01928 -0.15619  N48 1.010
52 H -4.15108 1.52242 0.59690  N49 1.010
53 H -5.52676 1.99086 -0.33258  N49 1.010
54 C 1.45589 4.02502 -0.08552  O55 1.198, N56 1.274, N57 1.293
55 O 0.44609 3.66954 0.45324  C54 1.198
56 N 2.59753 3.46113 -0.13405  C54 1.274, H58 1.010, H59 1.010
57 N 1.40510 5.13330 -0.75038  C54 1.293, H60 1.010, H61 1.010
58 H 2.75577 2.69624 0.50628  N56 1.010
59 H 3.20565 3.80135 -0.86517  N56 1.010
60 H 2.22127 5.54976 -1.17528  N57 1.010
61 H 0.49711 5.56804 -0.83189  N57 1.010

Properties
Total charge   +1
Orbital gap   9.53 eV
HOMO energy   -11.548 eV
Lowest unoccupied orbital energy   -2.019 eV
Maximum force   10.18 eV/A
Energy   -1633.90752 a.u.

What are the relative energy (zero: lowest compared OMol25 entry of this formula, charge and spin) values for these records? In order: 84.5; 105.6 kcal per mole.